Record 1
A molecular structure, C4H2O2, computed with ωB97M-V/def2-TZVPD.

- 2S+1 = 1
- calculated total energy (a.u.) = -303.90851
- LUMO level (spin up / spin down) (Eh) = -0.02998 / -0.03000
- HOMO-LUMO gap (spin up / spin down) (eV) = 8.3 / 8.3
- energy above the lowest of the compared OMol25 structures with the same formula, charge and spin (kJ/mol) = 266.0

Positions of all 8 atoms, in Å:
O (-0.793, -1.407, 0.863)
O (-1.112, 1.939, 0.981)
C (1.115, -0.337, -0.496)
C (-0.553, -0.599, -0.013)
C (0.894, 0.777, 0.092)
C (-0.449, 1.106, 0.482)
H (1.879, -0.990, -0.895)
H (-0.980, -0.489, -1.015)



Record 2
A molecular structure, C20H15BrMnN2O6, computed with ωB97M-V/def2-TZVPD.

- 2S+1 = 2
- calculated total energy (a.u.) = -5056.91313
- ⟨S²⟩ = 0.757
- LUMO level (spin up / spin down) (Eh) = -0.02606 / -0.02529
- HOMO-LUMO gap (spin up / spin down) (eV) = 5.3 / 5.3

Positions of all 45 atoms, in Å:
Br (-4.971, -2.717, 3.576)
Mn (1.417, -0.342, 1.254)
O (0.085, -4.453, 0.767)
O (0.581, -1.416, -0.916)
O (2.453, 0.362, -0.084)
O (2.030, 0.511, -3.494)
O (1.506, -2.751, 1.065)
O (0.661, -0.832, 2.820)
N (2.130, 1.086, -1.214)
N (-0.238, 0.662, 0.664)
C (-0.234, 1.667, -0.314)
C (-0.567, -1.194, 3.017)
C (-0.352, 3.792, -2.183)
C (3.243, 2.964, -2.330)
C (-3.190, -2.081, 3.360)
C (-1.594, -0.762, 2.116)
C (2.008, 3.515, -2.696)
C (3.323, 1.867, -1.551)
C (0.658, -0.902, -2.221)
C (0.001, -2.680, -0.794)
C (0.879, 1.941, -1.163)
C (-0.911, -2.032, 4.087)
C (-1.432, 3.498, -1.398)
C (-2.903, -1.236, 2.319)
C (1.636, 0.246, -2.398)
C (0.860, 3.080, -2.036)
C (0.618, -3.284, 0.447)
C (-2.205, -2.478, 4.262)
C (-1.356, 2.486, -0.446)
C (-1.370, 0.147, 1.036)
H (4.163, 3.444, -2.636)
H (-1.086, -2.625, -0.667)
H (0.482, -4.782, 1.586)
H (-2.256, 0.417, 0.464)
H (-2.337, 4.085, -1.484)
H (-0.380, 4.610, -2.890)
H (-0.132, -2.322, 4.779)
H (-0.325, -0.588, -2.595)
H (-2.170, 2.363, 0.255)
H (1.941, 4.362, -3.363)
H (0.224, -3.317, -1.656)
H (4.223, 1.413, -1.177)
H (1.038, -1.671, -2.902)
H (-3.694, -0.920, 1.649)
H (-2.455, -3.134, 5.084)



Record 3
2 unconnected molecules or ions with the total composition C3H7IO3, computed with ωB97M-V/def2-TZVPD.

- 2S+1 = 1
- calculated total energy (a.u.) = -641.78436
- LUMO level (Eh) = 0.01491
- HOMO-LUMO gap (eV) = 8.4
- energy above the lowest of the compared OMol25 structures with the same formula, charge and spin (kJ/mol) = 0.0

Positions of all 14 atoms, in Å:
I (3.146, 0.329, 0.058)
O (0.419, 0.963, -1.448)
O (1.612, -2.294, -0.037)
O (-1.106, 1.930, 0.301)
C (1.537, -1.057, 0.531)
C (-1.119, 0.546, 0.335)
C (-0.175, -0.007, -0.640)
H (0.345, 1.879, -1.060)
H (-2.110, 0.030, 0.102)
H (1.452, -1.049, 1.552)
H (-0.966, 2.416, 1.103)
H (-0.608, -0.798, -1.174)
H (1.168, -2.188, -0.827)
H (-0.958, 0.191, 1.371)



Record 4
C5H9NO2 in the gas phase, computed with ωB97M-V/def2-TZVPD.

- 2S+1 = 1
- SMILES = O=NC1(O)CCCC1
- calculated total energy (a.u.) = -401.02592
- LUMO level (Eh) = 0.00126
- HOMO-LUMO gap (eV) = 9.1
- energy above the lowest of the compared OMol25 structures with the same formula, charge and spin (kJ/mol) = 396.0

Positions of all 17 atoms, in Å:
O (1.247, 1.744, 0.088)
O (2.350, -1.479, 0.174)
N (2.225, -0.394, -0.327)
C (0.963, 0.393, 0.119)
C (0.020, 0.099, -1.269)
C (-1.342, -0.080, 0.847)
C (0.134, 0.071, 1.270)
C (-1.260, -0.471, -0.664)
H (-1.377, -1.524, -0.572)
H (1.513, 1.943, -0.846)
H (-0.182, 0.892, -2.004)
H (-2.074, -0.180, -1.275)
H (0.753, -0.656, -1.768)
H (0.210, 0.695, 2.168)
H (-1.840, -0.950, 1.423)
H (-1.880, 0.797, 1.084)
H (0.540, -0.899, 1.554)



Record 5
2 unconnected molecules or ions with the total composition C9H16NO, computed with ωB97M-V/def2-TZVPD.

- 2S+1 = 1
- calculated total energy (a.u.) = -482.26410
- LUMO level (Eh) = -0.12117
- HOMO-LUMO gap (eV) = 8.5
- energy above the lowest of the compared OMol25 structures with the same formula, charge and spin (kJ/mol) = 75.5
- charge = +1

Positions of all 27 atoms, in Å:
O (-0.697, -0.792, -2.108)
N (-2.589, 1.334, -0.506)
C (2.384, -1.626, -0.297)
C (0.445, -0.715, -1.257)
C (-2.319, 0.741, 0.876)
C (2.737, -0.382, 0.208)
C (-3.461, -0.122, 1.270)
C (1.947, 0.718, -0.161)
C (3.961, -0.168, 0.968)
C (1.161, -1.830, -0.920)
C (0.801, 0.582, -0.899)
H (-3.582, 1.595, -0.531)
H (0.741, -2.767, -1.202)
H (-1.313, 0.317, 0.798)
H (-0.495, -0.616, -3.029)
H (3.986, 0.655, 1.699)
H (4.739, 0.211, 0.286)
H (4.372, -0.976, 1.583)
H (2.181, 1.694, 0.263)
H (-3.240, -0.578, 2.238)
H (-2.156, 1.511, 1.638)
H (2.923, -2.482, 0.137)
H (-3.863, -0.941, 0.679)
H (0.272, 1.455, -1.253)
H (-4.316, 0.539, 1.466)
H (-1.992, 2.108, -0.784)
H (-2.628, 0.537, -1.162)



Record 6
9 unconnected molecules or ions with the total composition H18O9, computed with ωB97M-V/def2-TZVPD.

- 2S+1 = 1
- SMILES = O.O.O.O.O.O.O.O.O
- calculated total energy (a.u.) = -687.85540
- LUMO level (Eh) = -0.02266
- HOMO-LUMO gap (eV) = 9.6
- energy above the lowest of the compared OMol25 structures with the same formula, charge and spin (kJ/mol) = 447.4

Positions of all 27 atoms, in Å:
O (-2.776, -1.363, -3.234)
O (-0.034, -0.063, 0.078)
O (-0.724, 2.078, 1.030)
O (1.262, -2.094, -0.751)
O (-1.531, -1.834, 0.814)
O (-2.453, 3.005, -0.951)
O (3.337, 2.578, -0.579)
O (-0.697, -0.729, 3.382)
O (4.416, -1.262, -0.810)
H (-2.209, -0.613, -3.024)
H (-2.125, 2.155, -1.265)
H (-0.856, -0.419, -0.278)
H (-3.178, 2.773, -0.359)
H (3.971, -0.665, -0.199)
H (-1.063, -2.393, 1.444)
H (0.219, -0.694, 0.760)
H (3.578, 3.504, -0.689)
H (2.374, 2.586, -0.558)
H (0.780, -1.444, -1.275)
H (0.875, -2.019, 0.129)
H (4.328, -0.831, -1.667)
H (-3.027, -1.716, -2.373)
H (-0.161, -1.129, 2.688)
H (0.188, 2.386, 1.083)
H (-0.941, 1.832, 1.936)
H (-1.116, -1.481, 3.817)
H (-2.441, -2.150, 0.850)



Record 7
5 unconnected molecules or ions with the total composition C20H51N5O5P, computed with ωB97M-V/def2-TZVPD.

- 2S+1 = 1
- calculated total energy (a.u.) = -1783.70155
- LUMO level (Eh) = -0.11457
- HOMO-LUMO gap (eV) = 8.4
- energy above the lowest of the compared OMol25 structures with the same formula, charge and spin (kJ/mol) = 29.1
- charge = +1

Positions of all 82 atoms, in Å:
P (1.900, 0.364, -3.932)
O (3.187, 2.756, -8.059)
O (2.137, 0.119, 1.616)
O (-3.229, -1.289, 7.095)
O (-0.614, 0.500, 5.734)
O (-2.879, -0.442, -3.564)
N (-0.763, -1.871, -1.981)
N (-0.375, -0.657, -2.414)
N (0.070, -4.085, -2.039)
N (1.173, -2.122, -2.982)
N (-2.811, 2.665, -1.610)
C (1.860, -1.040, 3.729)
C (4.280, 0.597, -8.098)
C (0.204, -2.749, -2.338)
C (2.839, -0.525, 2.686)
C (0.801, -0.826, -3.037)
C (0.001, 0.225, 8.054)
C (-1.802, 1.830, 7.362)
C (-4.134, -1.567, 6.023)
C (0.763, 1.322, -5.046)
C (3.333, 1.621, -10.195)
C (-3.851, -2.944, 5.442)
C (2.436, 1.617, -2.699)
C (-5.571, -1.445, 6.504)
C (2.447, 1.131, -1.226)
C (-2.634, 0.296, -2.389)
C (-1.138, 0.584, -2.249)
C (3.187, 1.473, -8.689)
C (-0.480, 1.189, 6.980)
C (3.714, -1.640, 2.134)
C (-3.460, 1.588, -2.365)
H (-0.009, 0.664, -5.434)
H (-0.848, 1.231, -3.066)
H (-4.445, 1.338, -1.970)
H (-3.378, -1.943, 7.786)
H (0.949, -0.230, 7.763)
H (-1.278, -0.189, 5.862)
H (-2.793, 0.141, -4.323)
H (4.151, 0.516, -7.017)
H (0.139, 0.734, 9.009)
H (2.384, -1.502, 4.566)
H (3.449, 1.871, -2.988)
H (1.779, 1.754, -0.646)
H (-3.938, -0.804, 5.267)
H (-3.999, -3.716, 6.201)
H (-1.619, -2.104, -1.504)
H (-2.529, 2.301, -0.709)
H (-5.753, -0.453, 6.917)
H (1.189, -1.786, 3.289)
H (1.238, -0.232, 4.113)
H (-3.485, 3.401, -1.448)
H (0.324, 2.152, -4.500)
H (0.348, -4.479, -1.163)
H (2.539, 2.249, -10.598)
H (1.568, -0.542, 1.212)
H (4.410, -1.252, 1.389)
H (-2.973, -0.334, -1.568)
H (1.865, 2.535, -2.803)
H (-2.569, 1.060, 7.470)
H (2.212, 1.037, -8.461)
H (-0.902, 1.053, -1.303)
H (5.268, 1.031, -8.274)
H (-1.724, 2.378, 8.302)
H (-3.627, 1.892, -3.395)
H (-2.138, 2.520, 6.586)
H (0.273, 1.961, 6.821)
H (3.469, 0.246, 3.130)
H (4.285, 2.098, -10.440)
H (4.264, -0.404, -8.531)
H (3.097, -2.400, 1.643)
H (-0.725, -0.579, 8.191)
H (-2.816, -3.013, 5.103)
H (3.431, 1.287, -0.809)
H (2.165, 0.092, -1.113)
H (-6.277, -1.620, 5.692)
H (-4.510, -3.161, 4.600)
H (4.287, -2.122, 2.925)
H (4.035, 3.174, -8.241)
H (-0.285, -4.709, -2.738)
H (-5.770, -2.171, 7.296)
H (1.385, 1.703, -5.846)
H (3.297, 0.651, -10.694)



Record 8
C26H33F5NOPS in the gas phase, computed with ωB97M-V/def2-TZVPD.

- 2S+1 = 1
- SMILES = CCP(C)c1cc(CCCC(F)(F)C(F)(F)F)cc2c1Sc1cc(CCCCCOC)ccc1N2
- calculated total energy (a.u.) = -2378.47780
- LUMO level (Eh) = -0.00846
- HOMO-LUMO gap (eV) = 7.7

Positions of all 68 atoms, in Å:
S (-0.493, 2.157, 3.453)
P (0.663, 5.204, 1.624)
F (-0.432, 1.590, -2.488)
F (1.100, 3.352, -4.281)
F (1.899, 1.104, -4.382)
F (0.534, 1.875, -6.190)
F (-0.798, 0.021, -4.277)
O (1.267, -7.432, -1.064)
N (-2.976, 0.542, 2.118)
C (2.363, 4.314, 1.295)
C (-0.764, 4.049, 0.971)
C (0.458, 5.525, 3.516)
C (0.853, -0.678, 3.596)
C (3.001, 5.115, -0.027)
C (-0.694, -2.924, 2.555)
C (-2.009, 2.355, -4.454)
C (1.297, -5.949, -1.019)
C (2.618, -3.930, 2.087)
C (1.219, -7.824, -2.512)
C (0.875, -5.318, 0.445)
C (-3.534, 3.547, -2.476)
C (2.070, -5.392, 1.579)
C (-1.821, -0.357, 2.500)
C (1.899, -3.414, 3.506)
C (-1.542, 4.345, -0.478)
C (-2.520, 1.740, 1.282)
C (-0.674, 1.477, -3.960)
C (-1.274, 2.727, 1.803)
C (-3.293, 2.193, -3.427)
C (-2.752, 3.336, -1.014)
C (-0.435, 0.262, 3.203)
C (-3.293, 2.019, -0.136)
C (0.701, -2.305, 3.238)
C (-2.001, -1.972, 2.171)
C (0.718, 1.980, -4.709)
H (2.326, 6.074, -0.248)
H (-3.097, 1.223, -2.803)
H (-1.725, 3.477, -4.665)
H (0.659, -4.156, 0.283)
H (1.595, -5.916, 2.537)
H (1.574, -6.945, -3.224)
H (-3.173, 4.533, -3.025)
H (-0.105, -5.816, 0.859)
H (-3.000, -2.397, 1.678)
H (-2.348, 1.823, -5.468)
H (2.216, 3.172, 1.081)
H (2.580, -3.121, 1.238)
H (1.435, 5.204, 4.112)
H (1.367, -4.340, 4.033)
H (-3.383, 0.878, 3.042)
H (0.113, -8.107, -2.847)
H (-4.168, 1.342, -0.583)
H (0.323, 6.687, 3.730)
H (4.082, 5.533, 0.174)
H (2.986, -6.052, 1.191)
H (3.072, 4.502, 2.232)
H (-4.285, 1.983, -4.055)
H (-1.184, 5.263, -1.108)
H (2.698, -2.986, 4.271)
H (1.895, -8.783, -2.664)
H (2.319, -5.516, -1.444)
H (-0.812, -4.070, 2.301)
H (-4.683, 3.584, -2.256)
H (1.831, -0.232, 4.075)
H (-0.519, 5.017, 3.970)
H (2.934, 4.463, -1.014)
H (0.470, -5.592, -1.802)
H (3.773, -4.064, 2.352)



Record 9
A molecular structure, C23H43Cl2MnN4O7Si, computed with ωB97M-V/def2-TZVPD.

- 2S+1 = 6
- calculated total energy (a.u.) = -4008.81179
- ⟨S²⟩ = 8.756
- LUMO level (spin up / spin down) (Eh) = 0.08070 / 0.08066
- HOMO-LUMO gap (spin up / spin down) (eV) = 5.5 / 5.5
- energy above the lowest of the compared OMol25 structures with the same formula, charge and spin (kJ/mol) = 38.1
- charge = -1

Positions of all 81 atoms, in Å:
Mn (-0.052, 0.368, 2.313)
Cl (1.846, 1.474, 2.121)
Cl (1.833, -1.964, 1.265)
Si (-0.170, 0.203, -1.928)
O (-1.242, 1.950, 1.850)
O (1.295, -0.462, -2.390)
O (-0.839, -2.244, 6.074)
O (1.295, -1.821, 5.872)
O (0.890, -1.410, 2.613)
O (-0.849, 0.561, 4.452)
O (-1.526, -1.025, 2.247)
N (0.188, -1.599, 6.377)
N (-1.543, 0.864, 6.583)
N (-1.182, -3.296, 2.512)
N (-1.418, 3.990, 0.897)
C (0.479, 0.034, -5.381)
C (-0.733, -4.350, 3.415)
C (-1.254, 1.218, 7.962)
C (-2.927, 0.615, 6.222)
C (-0.593, 0.858, 5.641)
C (-0.324, -0.387, -0.213)
C (3.286, -3.403, -5.609)
C (-0.768, 3.104, 1.638)
C (2.717, -2.103, -5.156)
C (-0.719, 5.113, 0.274)
C (-1.135, -2.023, 2.942)
C (-0.108, 2.058, -2.098)
C (-2.760, 3.645, 0.448)
C (0.642, 1.940, -6.871)
C (2.214, 1.695, -5.044)
C (-1.046, -3.582, 1.090)
C (2.754, -1.635, -3.894)
C (-1.623, -0.491, -2.874)
C (1.568, 0.512, -4.653)
C (1.756, 2.397, -6.168)
C (2.183, -0.275, -3.494)
C (-0.006, 0.769, -6.473)
C (3.374, -2.406, -2.774)
H (0.521, 0.108, 0.315)
H (2.942, -4.243, -4.994)
H (-1.945, 0.673, 8.615)
H (-1.415, 5.951, 0.173)
H (3.328, -3.482, -2.975)
H (-3.198, 4.544, 0.018)
H (0.419, 1.149, 5.981)
H (3.032, 0.307, -3.095)
H (2.867, -2.187, -1.829)
H (-3.354, 3.305, 1.301)
H (2.956, -3.585, -6.639)
H (-1.588, -1.589, -2.891)
H (-2.744, 2.849, -0.309)
H (-0.947, -1.953, 4.025)
H (-0.112, -1.461, -0.179)
H (4.385, -3.423, -5.622)
H (0.198, 3.416, 2.057)
H (-0.339, 4.854, -0.728)
H (-1.244, -4.644, 0.945)
H (0.129, 5.374, 0.917)
H (0.151, 2.357, -3.125)
H (-0.014, -3.397, 0.763)
H (-2.973, -0.201, 5.497)
H (0.286, 2.500, -7.738)
H (3.076, 2.033, -4.465)
H (0.027, -0.922, -5.095)
H (-1.737, -2.980, 0.496)
H (-0.217, 0.940, 8.188)
H (0.641, 2.479, -1.411)
H (-1.184, -5.291, 3.087)
H (-1.058, -4.128, 4.440)
H (-3.464, 0.351, 7.135)
H (2.283, -1.506, -5.955)
H (-0.888, 0.419, -7.004)
H (0.364, -4.460, 3.386)
H (-3.385, 1.510, 5.779)
H (4.434, -2.143, -2.650)
H (-1.090, 2.490, -1.854)
H (-1.308, -0.195, 0.232)
H (-2.547, -0.201, -2.350)
H (-1.683, -0.119, -3.905)
H (-1.383, 2.299, 8.140)
H (2.272, 3.309, -6.467)



Record 10
A molecular structure, C25H38Br2ClIN5O6P2S, computed with ωB97M-V/def2-TZVPD.

- 2S+1 = 1
- calculated total energy (a.u.) = -8687.04398
- LUMO level (Eh) = 0.00761
- HOMO-LUMO gap (eV) = 2.2
- charge = -1

Positions of all 81 atoms, in Å:
I (4.604, -1.827, 0.717)
Br (3.780, 1.772, 1.239)
Br (2.024, 0.053, 2.687)
Cl (3.095, -2.338, -3.916)
S (0.573, -3.277, 3.002)
P (2.330, -3.456, 2.188)
P (3.864, -2.510, -1.948)
O (5.199, -3.593, -2.177)
O (0.865, 3.937, 1.703)
O (0.323, -0.906, -4.286)
O (3.632, 3.950, 2.263)
O (3.323, 7.935, 4.705)
O (0.523, 7.735, 4.425)
N (-0.923, -2.161, -2.654)
N (-0.343, -1.495, -1.578)
N (0.464, -5.316, 0.294)
N (1.440, -1.458, 0.232)
N (1.159, -3.311, -1.140)
C (-5.842, 2.490, 0.902)
C (2.878, 4.846, 2.680)
C (1.633, 2.276, -0.529)
C (1.364, 4.856, 2.432)
C (2.968, -5.932, -1.428)
C (-0.717, -1.466, -3.922)
C (1.490, -0.101, 0.745)
C (-1.965, -1.325, -4.934)
C (-4.644, 1.411, 1.128)
C (0.715, 5.879, 3.049)
C (2.818, 6.987, 4.050)
C (-5.377, 3.838, 0.181)
C (-1.890, -0.312, 0.112)
C (-1.989, 1.023, 0.964)
C (2.446, 0.961, -0.040)
C (-0.946, -0.177, -1.211)
C (2.508, -2.442, 0.554)
C (3.326, -4.791, -0.652)
C (1.293, 6.938, 3.893)
C (2.572, -3.390, -0.782)
C (0.107, -4.115, -0.459)
C (-3.233, 1.963, 0.651)
C (-2.342, -2.532, -2.402)
C (0.668, -1.926, -0.843)
C (3.465, 5.948, 3.439)
H (0.467, 0.408, 0.779)
H (1.158, 2.144, -1.554)
H (-6.307, 4.433, -0.077)
H (0.353, -6.152, -0.292)
H (-2.897, -0.682, -0.298)
H (-6.309, 2.795, 1.897)
H (-6.680, 2.057, 0.261)
H (-2.768, -0.701, -4.404)
H (2.948, -6.928, -0.897)
H (-1.466, -1.194, 0.702)
H (-4.812, 3.661, -0.795)
H (-2.675, -3.295, -3.189)
H (-2.395, -2.323, -5.250)
H (-2.037, 0.725, 2.072)
H (-1.668, 0.234, -2.002)
H (2.992, 0.476, -0.911)
H (-4.967, 0.458, 0.590)
H (-3.072, -1.667, -2.437)
H (-3.043, 2.922, 1.253)
H (4.226, -4.921, 0.039)
H (-0.187, -5.380, 1.096)
H (-1.060, 1.698, 0.893)
H (4.968, -4.271, -2.845)
H (-0.498, -3.425, 0.237)
H (2.646, -5.868, -2.509)
H (-0.362, 5.961, 2.937)
H (2.708, -4.821, 2.009)
H (2.310, 3.196, -0.466)
H (4.548, 5.891, 3.506)
H (-0.656, -4.425, -1.268)
H (-0.143, 0.610, -1.103)
H (-2.383, -3.104, -1.409)
H (0.796, 2.492, 0.228)
H (-4.666, 1.185, 2.253)
H (-4.742, 4.510, 0.860)
H (3.310, -2.864, 3.073)
H (-3.202, 2.265, -0.447)
H (-1.676, -0.739, -5.864)



- The highest 2S+1 belongs to which entry?
  C23H43Cl2MnN4O7Si



- Look up the calculated total energy of the sixth one.
  -687.85540 a.u.



- 2S+1 of number 2 (C20H15BrMnN2O6)?
  2